{
  "formula": "C3H6N3",
  "method": "the ωB97M-V functional and the def2-TZVPD basis",
  "species": ["C", "C", "C", "N", "N", "N", "H", "H", "H", "H", "H", "H"],
  "positions_angstrom": [[3.523, -0.306, 0.451], [-2.377, -0.120, -0.020], [-1.018, 0.175, -0.180], [0.074, -0.618, -0.026], [1.712, 0.636, -0.636], [2.642, 0.024, -0.255], [4.603, -0.681, 0.478], [-2.837, 0.686, -0.574], [-2.654, -1.110, -0.424], [-2.775, -0.041, 1.054], [-0.716, 1.187, -0.555], [-0.177, 0.169, 0.689]],
  "e_homo_ha": [-0.5050, -0.5182],
  "multiplicity": 1,
  "total_charge": 1,
  "lumo_ev": [-6.2, -6.8],
  "orbital_gap_ev": [7.555, 7.321]
}